No. 1
Computed, not measured: a single C2H7N3S2 molecule in a non-equilibrium geometry, with the ωB97M-V functional and the def2-TZVPD basis.

As for the electronic energy: -1040.98714 hartree. The value obtained for the energy above the lowest of the compared OMol25 structures with the same formula, charge and spin is 0.949 eV. Its SMILES is CS/C(=N/N)NS.

Geometry as ORCA input:
```
! wB97M-V def2-TZVPD RIJCOSX def2/J DEFGRID3
* xyz 0 1
C 2.535 -0.148 -0.151
C -0.241 -0.255 0.270
H 3.539 -0.596 -0.158
H 2.345 0.390 -1.090
H 2.467 0.540 0.680
H -1.174 -1.822 1.148
H -2.199 -1.688 -1.251
H -0.996 2.621 -0.408
H -2.019 1.395 0.080
N -1.408 -0.881 0.798
N -0.100 0.969 -0.026
N -1.149 1.851 0.233
S 1.200 -1.375 0.074
S -2.800 -1.002 -0.198
*
```



No. 2
Computed, not measured: a gas-phase ion, C5H11N2 (charge +1) in a non-equilibrium geometry, with the ωB97M-V functional and the def2-TZVPD basis.

As for the electronic energy: -306.14843 hartree. The value obtained for the energy above the lowest of the compared OMol25 structures with the same formula, charge and spin is 6.396 eV.

Geometry as ORCA input:
```
! wB97M-V def2-TZVPD RIJCOSX def2/J DEFGRID3
* xyz 1 1
C 1.048 -1.398 0.304
C -0.001 0.484 -1.167
C -1.253 -0.089 -0.379
C 1.961 -0.397 0.163
C -1.266 0.553 0.990
N -1.296 -1.564 -0.355
N 1.298 0.787 -0.368
H -1.478 -1.747 0.584
H 1.124 -2.391 0.700
H 0.479 -0.164 -2.026
H -0.349 1.470 -1.736
H -2.188 0.120 -0.984
H 2.872 -0.501 0.688
H -2.243 0.244 1.567
H -1.120 1.647 0.892
H -0.505 0.110 1.549
H 1.846 1.449 -0.904
H 1.073 1.388 0.481
*
```



No. 3
Computed, not measured: a single C4H5N3O2S molecule in a non-equilibrium geometry, with the ωB97M-V functional and the def2-TZVPD basis.

As for the electronic energy: -868.07059 hartree. The value obtained for the energy above the lowest of the compared OMol25 structures with the same formula, charge and spin is 7.741 eV.

Geometry as ORCA input:
```
! wB97M-V def2-TZVPD RIJCOSX def2/J DEFGRID3
* xyz 0 1
C 0.052 2.539 -0.125
C -0.092 0.418 -0.895
C 1.153 1.027 1.207
C -0.471 -2.317 -1.307
N -0.256 1.626 -0.957
N 0.840 2.243 0.969
N 1.964 0.660 2.255
O 3.143 0.820 2.253
O 1.286 0.027 3.119
S 0.592 -0.756 -1.760
H -0.481 3.558 -0.315
H -0.250 -2.729 -0.251
H -0.257 -3.080 -1.959
H -1.595 -1.847 -1.276
H 1.105 3.101 1.533
*
```



No. 4
Computed, not measured: a single C6H7BrN4OS molecule in a non-equilibrium geometry, with the ωB97M-V functional and the def2-TZVPD basis.

As for the electronic energy: -3499.25240 hartree. The value obtained for the energy above the lowest of the compared OMol25 structures with the same formula, charge and spin is 0.096 eV. Its SMILES is CC1=Nc2ncnn2[C@](O)(S)[C@H]1Br.

Geometry as ORCA input:
```
! wB97M-V def2-TZVPD RIJCOSX def2/J DEFGRID3
* xyz 0 1
C -0.668 3.718 0.609
C -0.324 1.746 1.128
C 0.341 -0.434 1.125
C 0.787 -0.295 -0.263
C 0.047 0.801 -1.125
C 0.433 -1.763 1.738
N -0.517 2.930 1.687
N -0.670 3.069 -0.578
N -0.210 0.531 1.756
N -0.413 1.860 -0.222
O 0.805 1.196 -2.091
S -1.569 -0.165 -1.655
Br 2.616 0.321 -0.233
H -0.962 4.769 0.795
H 0.752 -1.182 -0.781
H -0.187 -2.540 1.333
H 0.052 -1.470 2.727
H 1.333 -2.171 1.538
H 0.301 1.701 -2.803
H -2.506 0.701 -1.210
*
```



No. 5
Computed, not measured: a molecular structure, C37H37AuCl3N4O4PS2 in a non-equilibrium geometry, with the ωB97M-V functional and the def2-TZVPD basis.

As for the electronic energy: -4605.56020 hartree. The value obtained for the energy above the lowest of the compared OMol25 structures with the same formula, charge and spin is 0.794 eV.

Geometry as ORCA input:
```
! wB97M-V def2-TZVPD RIJCOSX def2/J DEFGRID3
* xyz 2 3
Au -0.409 0.472 -0.378
N 1.704 -0.874 -0.592
C 2.438 -1.057 -1.848
C 1.537 -1.622 -2.940
C 0.409 -0.703 -3.410
N -0.722 -0.653 -2.462
H 2.304 -0.549 0.156
H 1.320 -1.762 -0.283
H 3.290 -1.733 -1.711
H 2.838 -0.087 -2.162
H 1.104 -2.563 -2.587
H 2.162 -1.862 -3.801
H 0.069 -1.065 -4.384
H 0.775 0.317 -3.549
H -0.958 -1.588 -2.141
H -1.546 -0.278 -2.919
O 0.472 -0.679 2.067
S -0.476 -1.801 1.771
O 0.097 -3.101 1.882
O -1.112 -1.514 0.448
C -1.733 -1.443 2.961
C -2.435 -2.362 3.711
C -3.312 -1.885 4.677
C -3.476 -0.520 4.867
C -2.799 0.395 4.071
C -1.910 -0.067 3.107
P -0.951 1.065 2.046
C 0.269 1.929 3.060
C 1.094 2.860 2.428
C 2.082 3.515 3.147
C 2.253 3.240 4.497
C 1.434 2.314 5.126
C 0.445 1.654 4.412
C -2.275 2.315 1.750
C -3.320 1.901 0.922
C -4.374 2.756 0.648
C -4.385 4.037 1.187
C -3.343 4.455 2.002
C -2.281 3.602 2.280
H -2.286 -3.422 3.556
H -3.863 -2.583 5.293
H -4.140 -0.158 5.640
H -2.946 1.460 4.203
H 0.941 3.072 1.376
H 2.711 4.249 2.656
H 3.024 3.750 5.061
H 1.563 2.105 6.180
H -0.191 0.932 4.906
H -3.297 0.899 0.504
H -5.189 2.425 0.017
H -5.205 4.709 0.972
H -3.360 5.448 2.433
H -1.467 3.935 2.913
Cl 8.105 8.431 -2.730
C 6.885 7.293 -2.341
C 6.637 6.220 -3.196
C 5.649 5.308 -2.875
C 4.905 5.429 -1.706
C 3.811 4.430 -1.407
C 2.596 4.711 -2.306
N 1.412 4.043 -1.799
C 0.323 4.639 -1.212
C -0.490 3.628 -0.797
N 0.091 2.429 -1.130
C 1.226 2.712 -1.741
O 4.231 3.086 -1.623
C 4.550 2.429 -0.408
C 5.553 3.168 0.440
C 6.877 3.465 0.066
Cl 7.689 2.903 -1.281
S 7.729 4.401 1.255
C 6.355 4.359 2.260
C 5.281 3.673 1.705
C 5.155 6.527 -0.878
Cl 4.235 6.763 0.570
C 6.138 7.456 -1.185
H 7.209 6.118 -4.109
H 5.443 4.474 -3.533
H 3.495 4.534 -0.366
H 2.820 4.363 -3.315
H 2.415 5.783 -2.328
H 0.218 5.707 -1.132
H -1.444 3.683 -0.303
H 1.929 1.995 -2.126
H 4.931 1.443 -0.679
H 3.632 2.304 0.178
H 6.390 4.833 3.230
H 4.336 3.539 2.214
H 6.310 8.305 -0.538
*
```



No. 6
Computed, not measured: a single C3H6P2 molecule in a non-equilibrium geometry, with the ωB97M-V functional and the def2-TZVPD basis.

As for the electronic energy: -800.46292 hartree. The value obtained for the energy above the lowest of the compared OMol25 structures with the same formula, charge and spin is 2.731 eV.

Geometry as ORCA input:
```
! wB97M-V def2-TZVPD RIJCOSX def2/J DEFGRID3
* xyz 0 1
C 1.790 -1.095 0.019
C -0.762 -0.620 -0.653
C -0.773 0.690 0.022
P 0.294 -1.908 0.108
P 1.981 0.677 -0.333
H 2.745 -1.657 0.431
H -1.735 -1.098 -0.656
H -0.549 -0.623 -1.778
H -1.248 1.539 -0.460
H -0.954 0.515 1.025
H 2.397 1.170 0.911
*
```



No. 7
Computed, not measured: 11 unconnected molecules or ions with the total composition C40H111N9O13 in a non-equilibrium geometry, with the ωB97M-V functional and the def2-TZVPD basis.

As for the electronic energy: -3061.23150 hartree. The value obtained for the energy above the lowest of the compared OMol25 structures with the same formula, charge and spin is 6.285 eV. Its SMILES is COC[C@H](C)N.COC[C@H](C)N.COC[C@H](C)N.COC[C@H](C)N.COC[C@H](C)N.COC[C@H](C)N.COC[C@H](C)N.COC[C@H](C)N.COC[C@H](C)N.OCCO.OCCO.

Geometry as ORCA input:
```
! wB97M-V def2-TZVPD RIJCOSX def2/J DEFGRID3
* xyz 0 1
C -5.448 0.670 2.503
C -4.029 1.011 2.905
O -3.222 -0.141 2.981
O -6.068 0.112 3.595
H -5.463 0.036 1.616
H -5.930 1.596 2.187
H -4.130 1.554 3.845
H -3.546 1.682 2.195
H -3.536 -0.652 3.730
H -5.622 -0.732 3.699
C 0.931 -0.041 1.010
C -0.413 -0.511 0.557
O -0.735 -0.183 -0.819
O 1.297 -0.420 2.349
H 1.050 1.043 1.012
H 1.747 -0.407 0.386
H -1.216 -0.135 1.192
H -0.341 -1.589 0.704
H -0.325 -0.778 -1.451
H 0.752 0.011 3.012
C 1.393 -5.361 3.753
C 1.705 -4.020 3.100
C 2.118 -4.170 1.632
O 3.154 -5.155 1.472
C 3.539 -5.461 0.141
N 0.500 -3.176 3.173
H 0.940 -5.216 4.734
H 2.287 -5.972 3.884
H 0.731 -5.955 3.122
H 2.493 -3.637 3.747
H 2.442 -3.207 1.238
H 1.249 -4.437 1.030
H 2.665 -5.476 -0.510
H 4.084 -6.405 0.115
H 4.175 -4.684 -0.285
H 0.115 -3.133 4.106
H 0.775 -2.210 3.065
C 0.067 1.961 6.052
C -0.277 0.486 6.019
C -1.571 0.229 6.743
O -1.858 -1.114 6.659
C -1.010 -2.068 7.226
N -0.359 0.094 4.626
H 0.205 2.313 7.074
H -0.747 2.539 5.615
H 0.969 2.129 5.464
H 0.506 -0.131 6.461
H -2.404 0.697 6.219
H -1.491 0.583 7.771
H -0.049 -2.175 6.722
H -1.513 -3.025 7.089
H -0.742 -1.906 8.270
H -1.014 0.713 4.171
H -0.795 -0.813 4.531
C -2.555 -1.744 -4.810
C -1.383 -1.322 -3.956
C -0.720 -2.477 -3.124
O 0.409 -1.930 -2.408
C 1.355 -2.776 -1.843
N -0.283 -0.872 -4.856
H -2.929 -0.892 -5.378
H -3.322 -2.197 -4.182
H -2.208 -2.546 -5.461
H -1.510 -0.378 -3.427
H -0.350 -3.324 -3.701
H -1.363 -2.852 -2.328
H 2.204 -2.162 -1.543
H 1.764 -3.568 -2.471
H 0.957 -3.170 -0.908
H 0.002 -1.709 -5.344
H 0.420 -0.687 -4.155
C -0.957 -8.155 -0.573
C -1.665 -7.877 0.715
C -1.510 -6.437 1.072
O -2.186 -5.613 0.149
C -2.087 -4.216 0.393
N -3.022 -8.314 0.645
H -1.113 -9.204 -0.828
H 0.097 -7.888 -0.510
H -1.307 -7.518 -1.385
H -1.258 -8.389 1.587
H -0.452 -6.174 1.055
H -1.836 -6.245 2.094
H -1.073 -3.827 0.301
H -2.421 -3.950 1.395
H -2.645 -3.529 -0.244
H -3.500 -7.542 0.202
H -3.567 -8.374 1.493
C -5.650 2.019 -5.741
C -5.658 0.825 -4.765
C -4.694 1.138 -3.530
O -4.824 0.173 -2.512
C -4.083 0.398 -1.361
N -7.049 0.685 -4.288
H -4.674 2.165 -6.203
H -5.892 2.949 -5.227
H -6.449 1.862 -6.465
H -5.410 -0.132 -5.224
H -4.901 2.141 -3.156
H -3.635 1.232 -3.771
H -3.890 1.450 -1.151
H -3.099 -0.055 -1.483
H -4.474 -0.102 -0.476
H -7.121 1.312 -3.500
H -6.971 -0.263 -3.947
C -0.342 3.969 0.045
C -1.518 4.445 -0.758
C -2.529 5.293 0.018
O -3.302 4.415 0.818
C -4.429 5.123 1.380
N -1.046 5.215 -1.801
H -0.736 3.415 0.897
H 0.211 4.783 0.515
H 0.428 3.420 -0.497
H -2.071 3.637 -1.237
H -3.213 5.858 -0.616
H -2.032 6.085 0.578
H -5.004 5.792 0.740
H -3.995 5.788 2.127
H -5.123 4.489 1.932
H -0.657 4.548 -2.453
H -1.817 5.528 -2.375
C 3.986 3.032 2.279
C 5.532 3.124 2.408
C 6.059 2.044 3.313
O 5.483 2.134 4.604
C 5.953 0.931 5.307
N 6.301 3.204 1.168
H 3.520 3.856 1.738
H 3.555 2.920 3.273
H 3.668 2.153 1.719
H 5.794 4.075 2.873
H 7.121 2.186 3.512
H 5.819 1.143 2.749
H 7.023 0.721 5.311
H 5.483 0.039 4.894
H 5.693 0.882 6.364
H 6.043 2.438 0.563
H 7.283 3.019 1.314
C 4.000 3.352 -2.899
C 4.975 2.820 -1.839
C 4.758 1.340 -1.455
O 5.660 1.044 -0.424
C 5.682 -0.389 -0.189
N 6.330 3.013 -2.416
H 3.998 4.439 -2.974
H 3.001 3.037 -2.598
H 4.235 3.080 -3.928
H 4.886 3.437 -0.945
H 4.853 0.666 -2.306
H 3.720 1.184 -1.160
H 4.736 -0.906 -0.026
H 6.329 -0.579 0.667
H 6.180 -0.851 -1.041
H 6.378 2.411 -3.226
H 6.981 2.568 -1.784
C 1.886 3.736 -6.237
C 0.453 3.238 -6.079
C -0.305 3.821 -4.848
O 0.237 3.517 -3.590
C -0.035 2.168 -3.172
N -0.355 3.575 -7.231
H 1.761 4.802 -6.429
H 2.361 3.382 -7.151
H 2.462 3.548 -5.331
H 0.491 2.152 -5.994
H -1.347 3.499 -4.866
H -0.334 4.903 -4.974
H 0.266 1.958 -2.145
H 0.491 1.493 -3.847
H -1.109 1.991 -3.224
H -0.534 4.565 -7.313
H 0.224 3.370 -8.032
*
```



No. 8
Computed, not measured: a single C3H3Br molecule in a non-equilibrium geometry, with the ωB97M-V functional and the def2-TZVPD basis.

As for the electronic energy: -2690.01008 hartree. The value obtained for the energy above the lowest of the compared OMol25 structures with the same formula, charge and spin is 1.075 eV. Its SMILES is BrC1=CC1.

Geometry as ORCA input:
```
! wB97M-V def2-TZVPD RIJCOSX def2/J DEFGRID3
* xyz 0 1
C 0.050 -0.900 -0.142
C 0.745 0.188 -0.218
C -0.724 0.318 0.203
Br 2.203 1.259 -0.705
H 0.030 -1.929 -0.036
H -1.458 0.725 -0.391
H -0.846 0.340 1.289
*
```